Density functional theory data (ωB97M-V/def2-TZVPD) for C21H21FHgN7O11Si as an isolated structure.

```
63
C21H21FHgN7O11Si ωB97M-V/def2-TZVPD
Hg -0.5920 0.2097 -0.3693
C -2.6052 1.3665 2.8719
C -3.2590 0.3054 2.0365
C -4.4810 -0.2595 2.3641
C -5.0035 -1.2308 1.5045
C -4.3220 -1.6071 0.3726
C -3.0641 -1.0015 0.0869
N -2.5833 -0.0574 0.9467
N -2.2682 -1.2453 -0.9698
Si -2.4260 -2.4734 -2.1443
C -3.7094 -2.0572 -3.4553
C -0.7530 -2.6225 -2.9600
C -2.8673 -4.1599 -1.4210
H -3.2678 1.7330 3.6557
H -2.3088 2.1947 2.2242
H -1.6972 0.9660 3.3322
H -5.0112 0.0461 3.2575
H -5.9602 -1.6919 1.7314
H -4.7260 -2.3437 -0.3126
H -3.4575 -1.0981 -3.9231
H -4.7143 -1.9634 -3.0255
H -3.7415 -2.8241 -4.2405
H -0.3553 -1.6289 -3.1934
H -0.7887 -3.2105 -3.8857
H -0.0453 -3.1003 -2.2728
H -3.9477 -4.3348 -1.3648
H -2.4606 -4.2418 -0.4063
H -2.4272 -4.9607 -2.0269
F -0.4162 4.7788 4.0956
C 0.2856 3.9732 3.2808
C 0.3529 4.2254 1.9739
N 1.0923 3.4549 1.1115
C 0.9876 3.7173 -0.3362
C -0.4892 3.5918 -0.7478
O -1.0624 4.6257 -1.1198
O -0.9974 2.4387 -0.5917
C 1.7809 2.3402 1.5620
O 2.4936 1.6641 0.8567
N 1.6201 2.0753 2.9181
C 0.9400 2.8211 3.8721
O 0.9240 2.5098 5.0471
H -0.1818 5.0571 1.5296
H 1.5967 2.9864 -0.8588
H 1.3319 4.7258 -0.5514
H 2.0401 1.2103 3.2264
O 6.6637 -2.5323 0.6939
N 6.4879 -1.8070 -0.2732
O 7.4081 -1.4639 -1.0083
C 5.1471 -1.3466 -0.5543
C 4.9341 -0.5877 -1.6712
C 3.6569 -0.1132 -1.9352
C 2.5051 -0.4197 -1.1183
O 1.3558 -0.0950 -1.5037
C 2.8172 -1.1633 0.1162
C 4.1058 -1.6244 0.3483
N 1.9057 -1.3599 1.1593
O 0.6356 -1.0351 1.0788
O 2.3192 -1.8765 2.2452
N 3.5344 0.7631 -3.0841
O 2.6012 1.5366 -3.1638
O 4.4198 0.7162 -3.9412
H 5.7480 -0.3323 -2.3271
H 4.2990 -2.1634 1.2578
```

Largest force on an atom ... 0.78 eV Å⁻¹
Energy ... -2566.50592 hartree
Molar mass ... 795.1 g/mol
LUMO energy (alpha / beta) ... 4.42 / 4.42 eV
E_HOMO (alpha / beta) ... -0.85 / -3.19 eV
Net charge ... -2
Multiplicity ... 2
ΔE to the lowest compared entry with this formula, charge and spin ... 0.00 kcal/mol

Results of the Löwdin charge analysis, in e, for atoms 1 through 5: 1.210 -0.028 -0.341 -0.077 -0.104